Entry 1:
A molecular structure, C3H12CsN6O3. Source: the Open Molecules 2025 dataset; level of theory: ωB97M-V with the def2-TZVPD basis set.

Structure (XYZ):
```
25
Properties=species:S:1:pos:R:3
Cs 0.044 -0.302 -0.523
C 1.476 -0.439 3.162
O 1.709 -0.523 1.954
N 1.489 -1.549 3.961
N 1.256 0.745 3.788
H 1.674 -2.453 3.570
H 1.099 -1.503 4.886
H 1.438 1.579 3.262
H 1.037 0.783 4.766
C 1.277 3.272 -1.230
O 0.458 2.587 -0.614
N 2.041 2.700 -2.204
N 1.404 4.611 -1.069
H 2.722 3.150 -2.786
H 1.929 1.705 -2.261
H 0.820 5.097 -0.412
H 2.247 5.092 -1.329
C -2.522 -2.871 -2.060
O -1.374 -2.443 -1.928
N -3.552 -2.509 -1.228
N -2.870 -3.722 -3.070
H -4.455 -2.928 -1.367
H -3.347 -2.136 -0.321
H -3.827 -3.996 -3.191
H -2.175 -3.948 -3.756
```

Values from the calculation:
Total energy   -18936.1054 eV
E_HOMO   -0.4757 Ha
2S+1   1
Kohn-Sham gap   10.46 eV
Total charge   +1



Entry 2:
A single C4H5N3OS molecule in a non-equilibrium geometry. Source: the Open Molecules 2025 dataset; level of theory: ωB97M-V with the def2-TZVPD basis set.

Structure (XYZ):
```
14
Properties=species:S:1:pos:R:3
C -0.411 0.900 -0.261
C 0.956 0.974 -0.370
C 1.763 -0.162 -0.089
C -0.371 -1.281 0.365
H -2.159 1.873 -0.231
H -0.871 2.886 -0.581
H 1.437 1.894 -0.651
H 1.524 -2.132 0.490
H -2.358 -2.300 0.771
N -1.245 1.950 -0.563
N 0.986 -1.295 0.284
N -1.095 -0.235 0.108
O 2.970 -0.283 -0.124
S -1.127 -2.790 0.853
```

Values from the calculation:
Total energy   -21583.0154 eV
E_HOMO   -0.3172 Ha
2S+1   1
Kohn-Sham gap   9.27 eV
SMILES   Nc1cc(=O)[nH]c(S)n1



Entry 3:
15 unconnected molecules or ions with the total composition C23H76N10O15 in a non-equilibrium geometry. Source: the Open Molecules 2025 dataset; level of theory: ωB97M-V with the def2-TZVPD basis set.

Structure (XYZ):
```
124
Properties=species:S:1:pos:R:3
C 3.052 2.843 3.030
O 2.687 4.014 3.663
H 3.209 1.873 3.513
H 3.930 3.094 2.380
H 2.266 2.510 2.389
H 2.782 4.724 3.064
C -2.101 0.258 -3.279
O -2.814 -0.900 -2.932
H -1.749 0.824 -2.416
H -2.729 0.951 -3.773
H -1.250 -0.002 -3.977
H -3.066 -0.821 -2.034
C 1.651 0.833 -4.865
O 2.737 1.449 -5.547
H 0.781 1.574 -4.826
H 1.990 0.641 -3.839
H 1.296 -0.133 -5.313
H 2.527 1.353 -6.486
C -2.741 -1.380 2.887
O -2.968 -0.075 3.336
H -1.772 -1.602 3.239
H -2.888 -1.430 1.837
H -3.338 -2.142 3.346
H -2.171 0.263 3.708
C 3.297 1.509 -0.246
O 3.987 0.898 0.807
H 2.424 2.077 0.048
H 2.877 0.701 -0.829
H 3.875 2.109 -0.935
H 4.836 1.254 0.808
C 1.115 -0.024 3.601
O -0.073 0.419 4.186
H 1.828 -0.151 4.412
H 1.475 0.540 2.764
H 1.150 -1.073 3.196
H -0.212 1.392 4.040
C 0.746 -2.719 -4.275
O 1.816 -2.212 -3.583
N 0.689 -2.563 -5.531
N -0.307 -3.227 -3.661
H 1.422 -2.103 -6.032
H 0.171 -3.255 -6.099
H -0.244 -3.438 -2.639
H -1.204 -3.200 -4.073
C -4.146 0.228 0.044
O -3.105 -0.576 -0.363
N -5.027 0.585 -0.761
N -4.454 0.646 1.245
H -4.911 0.377 -1.730
H -5.623 1.354 -0.563
H -3.894 0.255 2.024
H -5.383 1.070 1.461
C 0.821 -3.938 2.879
O 1.901 -3.147 2.449
N 0.955 -5.013 3.524
N -0.369 -3.564 2.543
H 1.932 -5.299 3.705
H 0.248 -5.559 3.951
H -0.518 -2.673 2.041
H -1.226 -4.082 2.771
C -0.581 3.242 3.022
O -0.112 3.686 1.807
N -1.821 2.993 3.207
N 0.153 3.031 4.082
H -2.499 3.262 2.470
H -2.200 2.369 3.945
H 1.149 3.318 3.986
H -0.216 3.184 4.976
C -2.991 3.990 0.625
O -2.087 3.508 -0.236
N -3.024 5.247 0.859
N -3.869 3.324 1.321
H -2.176 5.776 0.546
H -3.669 5.730 1.459
H -3.924 2.317 1.154
H -4.439 3.716 2.063
C -2.657 -3.724 -0.700
C -1.353 -4.398 -0.616
C -1.264 -5.591 -1.451
O -0.374 -3.658 -0.904
H -2.797 -3.152 0.170
H -3.518 -4.401 -0.704
H -2.677 -3.085 -1.602
H -1.223 -4.697 0.437
H -0.204 -5.787 -1.586
H -1.486 -5.397 -2.447
H -1.761 -6.517 -1.120
H -0.289 -2.944 -0.254
C 0.517 -0.640 -1.171
C 0.208 -0.642 0.355
C -0.440 0.733 0.775
O -0.622 -1.473 0.711
H 0.464 0.295 -1.698
H 0.057 -1.396 -1.775
H 1.585 -0.931 -1.259
H 1.087 -0.678 0.967
H -1.128 1.020 0.037
H 0.353 1.491 0.923
H -0.854 0.643 1.768
H -1.427 -1.204 0.274
C 3.595 -2.183 -0.116
C 4.721 -2.995 0.412
C 5.822 -2.107 0.844
O 4.435 -3.749 1.349
H 3.281 -1.416 0.570
H 2.795 -2.751 -0.537
H 3.942 -1.618 -1.002
H 5.181 -3.560 -0.460
H 5.543 -1.162 1.375
H 6.451 -1.918 0.003
H 6.551 -2.551 1.480
H 3.499 -3.663 1.637
C 0.661 3.143 -2.600
C 0.378 4.523 -2.101
C -0.838 5.169 -2.737
O 0.263 4.586 -0.864
H 1.430 2.626 -2.018
H 1.015 3.271 -3.625
H -0.273 2.510 -2.654
H 1.313 5.060 -2.314
H -1.696 4.599 -2.549
H -0.682 5.145 -3.825
H -1.023 6.213 -2.408
H -0.451 3.950 -0.557
```

Values from the calculation:
Total energy   -70689.2796 eV
E_HOMO   -0.2908 Ha
2S+1   1
Kohn-Sham gap   7.46 eV



Entry 4:
2 unconnected molecules or ions with the total composition C4H9N3 in a non-equilibrium geometry. Source: the Open Molecules 2025 dataset; level of theory: ωB97M-V with the def2-TZVPD basis set.

Structure (XYZ):
```
16
Properties=species:S:1:pos:R:3
C -0.093 -0.418 -0.124
C -1.022 -1.097 -1.097
C 1.334 -0.246 -0.619
C -0.684 1.795 0.037
N -0.386 -0.614 1.141
N 0.395 -0.050 2.062
N -0.064 2.344 0.860
H -0.121 0.045 2.931
H 0.771 0.913 1.745
H -1.483 1.753 -0.675
H -0.626 -2.071 -1.387
H -2.001 -1.248 -0.648
H 1.348 -0.032 -1.685
H 1.912 -1.149 -0.416
H 1.841 0.578 -0.118
H -1.122 -0.503 -2.007
```

Values from the calculation:
Total energy   -8761.7018 eV
E_HOMO   -0.3078 Ha
2S+1   1
Kohn-Sham gap   9.15 eV
SMILES   CC(C)=NN.C#N



Entry 5:
A molecular structure, C2H2CaFO3 in a non-equilibrium geometry. Source: the Open Molecules 2025 dataset; level of theory: ωB97M-V with the def2-TZVPD basis set.

Structure (XYZ):
```
9
Properties=species:S:1:pos:R:3
H 1.087 0.651 -1.066
O 0.170 0.457 -1.319
Ca -2.805 -1.591 -2.243
O -1.573 -0.774 -0.782
C -0.513 -0.242 -0.482
O -0.090 -0.250 0.974
C 1.009 0.225 1.542
F 0.776 1.197 2.401
H 1.939 0.328 0.974
```

Values from the calculation:
Total energy   -29385.6735 eV
E_HOMO (alpha / beta)   -0.5625 / -0.7526 Ha
<S²>   0.75
2S+1   2
Kohn-Sham gap (alpha / beta)   5.05 / 10.21 eV
Total charge   +2



Entry 6:
A single C18H21FN4O2S molecule in a non-equilibrium geometry. Source: the Open Molecules 2025 dataset; level of theory: ωB97M-V with the def2-TZVPD basis set.

Structure (XYZ):
```
47
Properties=species:S:1:pos:R:3
C -4.078 -1.922 0.916
H -3.018 -2.158 0.973
H -4.631 -2.853 0.833
H -4.381 -1.417 1.831
C -4.358 -1.043 -0.305
C -3.705 0.281 -0.145
N -4.316 1.400 -0.059
N -3.536 2.459 0.086
C -2.274 2.178 0.117
N -1.361 3.183 0.278
C 0.011 3.255 0.315
O 0.532 4.331 0.496
C 0.788 1.981 0.086
H 0.311 1.142 0.599
C 0.926 1.665 -1.410
C 2.265 0.943 -1.499
O 2.652 0.253 -2.414
N 2.957 1.230 -0.377
C 4.203 0.589 -0.050
H 4.555 0.133 -0.979
H 4.931 1.336 0.280
C 4.021 -0.495 1.034
C 2.753 -1.263 0.783
C 1.667 -1.134 1.639
C 0.464 -1.761 1.366
C 0.362 -2.518 0.216
C 1.428 -2.683 -0.648
C 2.623 -2.054 -0.354
H 3.457 -2.165 -1.028
H 1.315 -3.284 -1.535
F -0.819 -3.112 -0.072
H -0.383 -1.663 2.028
H 1.756 -0.538 2.537
H 3.983 -0.032 2.021
H 4.885 -1.160 1.006
C 2.250 2.093 0.540
H 2.593 3.131 0.445
H 2.388 1.771 1.572
H 0.127 1.043 -1.807
H 0.984 2.580 -2.004
H -1.815 4.087 0.389
S -1.949 0.457 -0.043
C -3.871 -1.725 -1.585
H -2.809 -1.948 -1.513
H -4.407 -2.659 -1.731
H -4.041 -1.087 -2.449
H -5.433 -0.849 -0.377
```

Values from the calculation:
Total energy   -42616.0192 eV
E_HOMO   -0.3387 Ha
2S+1   1
Kohn-Sham gap   9.74 eV
SMILES   CC(C)c1nnc(NC(=O)[C@H]2CC(=O)N(CCc3ccc(F)cc3)C2)s1



Entry 7:
A molecular structure, C3H4BiO2 in a non-equilibrium geometry. Source: the Open Molecules 2025 dataset; level of theory: ωB97M-V with the def2-TZVPD basis set.

Structure (XYZ):
```
10
Properties=species:S:1:pos:R:3
C -1.836 -1.003 1.015
C -0.525 -1.273 1.166
O -1.757 2.666 -0.156
C -2.773 3.386 -0.249
O -3.831 2.613 0.332
H -2.490 -1.858 1.251
H -0.124 -2.292 1.266
H -4.664 3.090 0.395
Bi -2.590 0.952 0.671
H 0.213 -0.456 1.294
```

Values from the calculation:
Total energy   -13096.0329 eV
E_HOMO (alpha / beta)   -0.4830 / -0.4764 Ha
2S+1   1
Kohn-Sham gap (alpha / beta)   6.18 / 5.92 eV
Total charge   +1



Entry 8:
3 unconnected molecules or ions with the total composition C2H10O3 in a non-equilibrium geometry. Source: the Open Molecules 2025 dataset; level of theory: ωB97M-V with the def2-TZVPD basis set.

Structure (XYZ):
```
15
Properties=species:S:1:pos:R:3
C -0.396 1.833 1.198
O -0.951 0.710 2.052
C 1.154 2.008 1.402
H -0.472 1.345 0.189
H -0.975 2.750 1.185
H -1.912 0.736 2.002
H 1.695 1.040 1.474
H 1.722 2.615 0.722
H 1.334 2.441 2.479
H -2.248 -1.730 -0.067
H -1.873 -1.472 1.487
O -2.491 -1.862 0.868
H 2.191 -4.131 -5.150
H 1.317 -2.900 -5.221
O 1.907 -3.384 -4.620
```

Values from the calculation:
Total energy   -8377.6488 eV
E_HOMO   -0.3830 Ha
2S+1   1
Kohn-Sham gap   11.22 eV
SMILES   CCO.O.O



Calculated relative energy (zero: lowest compared OMol25 entry of this formula, charge and spin), 0.155 0.000 4.246 2.823 0.366 0.288 1.736 0.904 eV (same order as the records).